18
Properties=species:S:1:pos:R:3:mulliken_charge:R:1 method="wB97M-V/def2-TZVPD" charge=0 de_lowest_kj_mol=207.7 gap_ev=9.26 multiplicity=1 smiles=CCNCCSS lumo_ev=0.70
C 3.150 2.044 -1.713 -1.14
C 2.717 0.835 -0.813 -0.45
N 1.372 0.340 -1.200 -0.35
C 0.917 -0.458 -0.128 -0.60
C -0.514 -0.990 -0.635 -0.56
S -1.684 -0.031 0.240 -0.12
S -2.204 -0.859 1.982 -0.19
H 3.408 1.811 -2.727 0.30
H 4.022 2.348 -1.154 0.35
H 2.360 2.708 -1.807 0.39
H 2.784 1.152 0.324 0.26
H 3.350 -0.011 -0.922 0.35
H 0.941 1.362 -1.236 0.25
H 1.473 -1.403 -0.063 0.33
H 0.869 -0.142 1.004 0.35
H -0.402 -0.823 -1.757 0.33
H -0.694 -2.084 -0.562 0.36
H -3.121 -1.657 1.484 0.14